The molecule C2H4N2O2, computed with wB97M-V/def2-TZVPD.

Structure (XYZ):
```
10
Properties=species:S:1:pos:R:3
N 0.12826 1.12749 0.80822
N -0.27512 0.03579 -0.03477
C 0.71060 -0.36449 -1.25954
O 0.62507 -1.27147 -2.03936
C -0.99888 -0.84053 0.67967
O -1.18230 -1.90289 0.21424
H -0.16915 1.85212 0.30352
H 1.15789 1.16147 0.94968
H 1.60840 0.39103 -1.10825
H -1.60477 -0.18851 1.48659
```

Results
- Highest occupied orbital energy: -10.03 eV
- Gap between HOMO and LUMO: 0.384 Eh
- Spin multiplicity: 1


A structure of composition CH6FN4OP3, computed with wB97M-V/def2-TZVPD.

Structure (XYZ):
```
16
Properties=species:S:1:pos:R:3
C 0.07442 -2.72977 0.11478
N -0.33761 1.36289 2.73919
N 0.05471 0.50354 -2.17289
N 1.19861 0.26128 1.10040
N -1.38742 2.47920 -1.53342
O 1.35446 -2.15808 -0.14944
F 2.90228 -0.49221 -0.76668
P 0.26769 1.61382 1.34552
P -0.84937 0.99005 -0.99923
P 1.41806 -0.58840 -0.15518
H -0.07820 -2.57364 1.15156
H 0.18807 -3.83432 0.00174
H -0.62037 -2.27233 -0.55771
H -0.91150 1.93855 3.36586
H -1.06058 2.65316 -2.44435
H -2.21325 2.84627 -1.04015
```

Results
- Highest occupied orbital energy (alpha / beta): -8.37 / -8.16 eV
- Gap between HOMO and LUMO (alpha / beta): 0.251 / 0.252 Eh
- Spin multiplicity: 1


A structure of composition C45H112N7O15Zn, computed with wB97M-V/def2-TZVPD.

Structure (XYZ):
```
180
Properties=species:S:1:pos:R:3
Zn -1.10454 4.96699 0.25005
C 0.82496 -1.54481 0.46041
C 0.36445 -0.50070 1.45780
C 1.02494 -0.65212 2.85502
O 0.66591 0.85838 1.12446
H 0.35577 -2.43782 0.87332
H 1.90995 -1.64904 0.45437
H 0.49402 -1.36957 -0.56325
H -0.67927 -0.54705 1.76857
H 2.05138 -1.01803 2.88011
H 0.53181 -1.42387 3.44607
H 0.84518 0.20785 3.50017
C 5.75184 5.13677 2.86823
O 6.05888 5.63153 1.53295
C 6.91351 6.73953 1.57822
C 7.43415 7.19362 0.21267
N 7.97462 6.13874 -0.59757
C 8.69555 6.64390 -1.74607
C 8.94854 5.33110 -2.61454
O 7.78506 4.65224 -3.08156
C 7.03908 5.33370 -4.17761
H 6.56241 5.12632 3.59690
H 5.36173 4.14582 2.63606
H 4.90942 5.69134 3.28161
H 7.82900 6.45607 2.09747
H 6.33753 7.51611 2.08149
H 8.24294 7.88201 0.45775
H 6.59421 7.63568 -0.32323
H 8.58407 5.58358 -0.01409
H 9.61530 7.18725 -1.52943
H 7.92254 7.25182 -2.21616
H 9.48123 4.56586 -2.04995
H 9.45004 5.48828 -3.56948
H 7.57880 5.38559 -5.12318
H 6.60944 6.28631 -3.86766
H 6.27680 4.61017 -4.46662
C 2.40435 0.45155 -5.87637
O 3.74855 0.10818 -5.55089
C 4.07116 -0.98497 -6.24026
C 5.55865 -1.02893 -6.33797
N 6.19771 -1.16574 -5.05258
C 7.67095 -1.57148 -5.11809
C 7.99924 -2.68351 -6.09422
O 8.22145 -2.27049 -7.42080
C 8.61293 -3.32034 -8.33842
H 2.07126 1.36166 -5.37751
H 1.70541 -0.34562 -5.62319
H 2.31772 0.80367 -6.90429
H 3.75016 -0.77012 -7.25951
H 3.47495 -1.87583 -6.04275
H 5.84625 -0.11833 -6.86350
H 5.93619 -1.85727 -6.93747
H 5.86591 -1.97276 -4.54392
H 7.78450 -1.89137 -4.08229
H 8.45437 -0.81563 -5.17306
H 7.21317 -3.41662 -5.91325
H 8.93497 -3.06245 -5.68325
H 9.03053 -2.85601 -9.23178
H 7.74709 -3.89394 -8.66920
H 9.25574 -4.08917 -7.90971
C -8.10670 0.97201 3.61887
O -9.02154 1.96410 3.17334
C -9.96645 2.41804 4.17252
C -10.55363 3.88560 3.82032
N -11.36713 3.82297 2.64798
C -12.25281 4.96196 2.46277
C -11.58349 6.37605 2.56300
O -11.04645 6.75998 3.88880
C -12.07254 6.81631 4.84904
H -7.46273 0.65466 2.79869
H -8.58261 0.06094 3.98160
H -7.55669 1.51038 4.39071
H -9.37875 2.47779 5.08857
H -10.75804 1.67879 4.29500
H -9.72039 4.58162 3.72356
H -10.99386 4.20657 4.76441
H -12.07644 3.15033 2.90200
H -12.98340 5.01547 3.26991
H -12.74742 4.76382 1.51187
H -12.28135 7.16976 2.29632
H -10.71056 6.34365 1.91106
H -12.70947 5.93268 4.88921
H -12.74882 7.66611 4.75644
H -11.70037 6.95627 5.86392
C -3.00468 8.69450 0.93700
O -2.26843 7.87307 1.87767
C -1.56040 8.66125 2.85754
C -0.68691 7.74368 3.69429
N -1.25096 6.39185 3.74885
C -2.54471 6.30766 4.49832
C -2.31456 6.00044 6.02143
O -1.15117 5.10757 6.06301
C -1.23100 4.47679 7.30055
H -3.78363 9.24291 1.46671
H -3.54396 8.17305 0.14621
H -2.24406 9.27399 0.41379
H -2.36940 9.09755 3.44342
H -1.01099 9.53901 2.51730
H -0.63495 8.02698 4.74554
H 0.36267 7.69877 3.40368
H -0.63398 6.02424 4.45898
H -3.14519 5.44468 4.21056
H -3.15394 7.21139 4.48388
H -3.25206 5.64826 6.45174
H -2.16941 6.92442 6.58115
H -1.37277 5.00887 8.24123
H -0.28930 3.92809 7.31616
H -2.00308 3.70769 7.27896
C -5.66035 -1.97788 -3.73394
O -6.48856 -0.92551 -4.24016
C -6.61273 -1.12736 -5.67545
C -7.28477 0.06801 -6.36000
N -8.50228 0.39485 -5.72081
C -9.02639 1.51681 -6.53748
C -8.47718 2.91978 -6.11157
O -8.92202 3.33662 -4.80636
C -8.67841 4.72793 -4.48532
H -4.68975 -1.94722 -4.22902
H -6.11399 -2.94507 -3.95038
H -5.62727 -1.92110 -2.64592
H -7.18303 -2.00842 -5.96972
H -5.62958 -1.27427 -6.12260
H -7.49680 -0.10612 -7.41491
H -6.58864 0.89696 -6.23216
H -9.10475 -0.40548 -5.84968
H -10.09097 1.47087 -6.30804
H -9.00927 1.37295 -7.61781
H -9.10412 3.59709 -6.69148
H -7.40027 2.87811 -6.27476
H -7.99168 4.88969 -3.65446
H -9.51512 5.24915 -4.02018
H -8.31343 5.27976 -5.35157
C 3.62485 -7.20217 -1.57101
O 2.72349 -6.88982 -2.69418
C 1.99934 -8.04187 -3.21735
C 0.83043 -8.46897 -2.31134
N 0.00379 -9.49408 -3.05251
C -1.12186 -9.77610 -2.13008
C -2.12198 -10.75970 -2.66784
O -1.58307 -12.06431 -2.99352
C -2.65556 -12.94884 -3.30141
H 4.28160 -8.06569 -1.67637
H 3.03150 -7.47812 -0.69929
H 4.16432 -6.29869 -1.28679
H 2.74314 -8.82715 -3.35223
H 1.44341 -7.88251 -4.14127
H 0.24197 -7.57092 -2.12338
H 1.32316 -8.96737 -1.47652
H 0.53008 -10.34782 -3.17187
H -1.67139 -8.86090 -1.90983
H -0.70398 -10.19765 -1.21587
H -2.76922 -10.30651 -3.41871
H -2.84743 -11.02982 -1.90047
H -3.40133 -12.56504 -3.99757
H -3.09039 -13.25212 -2.34904
H -2.29036 -13.80755 -3.86473
C 7.35198 -3.24799 6.96683
O 7.74088 -4.52969 7.38858
C 7.56959 -5.54474 6.32031
C 6.13858 -5.92017 6.01834
N 5.41852 -6.49347 7.16962
C 5.87260 -7.79601 7.48763
C 5.49259 -8.82832 6.40528
O 6.67839 -9.09355 5.62883
C 6.53255 -9.29981 4.18581
H 7.45983 -2.51637 7.76759
H 6.28967 -3.25021 6.72273
H 7.98666 -2.82861 6.18620
H 8.07878 -6.38036 6.80048
H 8.06517 -5.24914 5.39559
H 6.25029 -6.65272 5.21898
H 5.53082 -5.10057 5.63496
H 5.27129 -5.78736 7.87661
H 5.16334 -7.90470 8.30814
H 6.86247 -7.82845 7.94282
H 4.67583 -8.46550 5.78130
H 5.21901 -9.78070 6.85943
H 7.53781 -9.40455 3.77768
H 6.23533 -8.36757 3.70551
H 5.92899 -10.17650 3.95079
```

Results
- Highest occupied orbital energy: -9.61 eV
- Net charge: +1
- Gap between HOMO and LUMO: 0.049 Eh
- Spin multiplicity: 1


The records above yield F_max values of 4.75 3.06 4.14 eV/Å, respectively.